The following is a quantum chemistry calculation of one molecule with the formula C6H12BO5P, from the Open Molecules 2025 dataset.

Structure (XYZ):
```
25
Properties=species:S:1:pos:R:3:forces:R:3
P -1.493272 -0.729068 -0.161274 -2.279 0.252 0.401
O -2.070343 2.170646 0.127865 -0.224 1.448 -0.702
O -1.779554 3.231422 2.081949 -1.382 4.733 4.336
O 1.779887 1.064678 -1.029387 -0.156 -0.731 -0.559
O 1.945536 -0.078551 1.036168 0.393 -0.091 -0.485
O -0.728403 1.305637 1.625388 0.214 -0.439 0.921
C -0.840740 1.866867 -0.545226 -0.206 -1.099 1.808
C -0.960223 -1.335198 -1.826138 1.264 0.219 0.591
C -1.572067 -2.100044 1.083507 0.490 0.261 -0.258
C -1.581996 2.371199 1.389578 0.967 -5.819 -4.265
C -0.385975 0.672197 0.391729 1.197 1.250 -2.491
C 3.209552 -0.579885 0.587941 0.297 -0.243 0.198
B 1.190523 0.543432 0.097373 -0.442 -0.327 1.526
H -0.855016 -2.019695 1.898475 0.262 -0.129 -0.158
H 0.025484 -1.807817 -1.880536 -0.063 -0.156 -0.062
H -0.936641 -0.462628 -2.477812 -0.088 0.070 -0.082
H 3.056229 -1.363507 -0.156516 -0.016 0.025 -0.013
H 1.295519 0.846612 -1.836371 0.088 0.458 0.062
H 3.726646 -1.021080 1.434478 -0.096 0.018 0.158
H -1.495698 -3.053454 0.566161 0.198 -0.148 0.098
H 3.854651 0.180179 0.153535 -0.150 0.197 0.015
H -2.559152 -2.046020 1.528218 -0.145 0.042 -0.013
H -0.929434 1.655720 -1.597860 -0.378 0.204 -0.200
H -0.180785 2.689755 -0.261214 0.382 0.100 -1.013
H -1.714729 -2.001397 -2.230030 -0.124 -0.095 0.185
```
Forces are in eV/Å.

relative energy (zero: lowest compared OMol25 entry of this formula, charge and spin) = 18.0 kcal/mol
energy = -978.25981 hartree
M = 205.943 g/mol
SMILES = COB(O)[C@]1(P(C)C)COC(=O)O1
lowest unoccupied orbital energy = 0.260 eV
2S+1 = 1
HOMO-LUMO gap = 8.128 eV
highest occupied orbital energy = -7.87 eV

These are the natural (NBO) partial charges, in e, on atoms 1 to 4:
1 P 0.727
2 O -0.515
3 O -0.514
4 O -0.903

***

The following is a quantum chemistry calculation of one molecule with the formula C4H6O2, from the Open Molecules 2025 dataset.

Structure (XYZ):
```
12
Properties=species:S:1:pos:R:3:forces:R:3
O -1.289477 -1.243734 -0.405712 0.281 -0.122 -0.062
O -0.439823 1.052343 1.518461 0.088 -0.306 0.185
C 2.124065 -0.772544 0.098000 -0.386 0.376 -0.027
C -1.134619 0.128240 -0.671767 -0.037 0.361 -0.042
C -0.042015 0.803783 0.182045 0.139 -0.010 -0.223
C 1.183981 -0.017373 0.129786 0.452 -0.325 -0.072
H -2.091723 0.602149 -0.437648 0.155 0.001 -0.009
H 0.162052 1.788174 -0.260805 -0.021 -0.169 0.045
H -0.445149 -1.665649 -0.626005 -0.223 -0.036 0.117
H 2.983351 -1.408799 0.061667 -0.194 0.140 0.031
H -0.901698 0.318995 -1.734785 -0.042 -0.097 0.241
H -0.147798 0.310890 2.068807 -0.211 0.187 -0.182
```
Forces are in eV/Å.

relative energy (zero: lowest compared OMol25 entry of this formula, charge and spin) = 61.0 kcal/mol
energy = -306.40907 hartree
M = 86.090 g/mol
SMILES = C#C[C@H](O)CO
lowest unoccupied orbital energy = 0.834 eV
2S+1 = 1
HOMO-LUMO gap = 10.997 eV
highest occupied orbital energy = -10.16 eV

These are the natural (NBO) partial charges, in e, on atoms 1 to 4:
1 O -0.708
2 O -0.694
3 C -0.242
4 C -0.072

***

The following is a quantum chemistry calculation of one molecule with the formula C5H9N3, from the Open Molecules 2025 dataset.

Structure (XYZ):
```
17
Properties=species:S:1:pos:R:3:forces:R:3
N -2.612522 0.389034 -0.144389 -0.988 -0.086 -0.222
N 1.621088 1.124863 0.030420 0.326 1.481 0.036
N -2.511823 -0.952072 0.030106 2.012 -1.074 -0.250
C -1.340871 1.054328 0.021556 -0.654 1.342 0.312
C -1.218005 -1.240594 0.020055 -3.541 -1.691 0.491
C 1.960886 -1.135839 -0.049922 0.529 -0.228 -0.306
C 0.936757 -0.059890 -0.050808 0.437 0.839 0.082
C -0.417635 -0.114458 -0.024553 2.776 1.355 -0.522
H -0.904813 -2.266765 0.122202 -0.037 -0.052 -0.072
H 2.530665 -1.109950 0.886548 -0.145 -0.017 -0.076
H -1.272421 1.592159 0.988646 0.038 -0.127 0.028
H -3.548649 0.753375 0.002983 0.779 0.156 0.196
H 2.709371 -1.017155 -0.876462 -0.770 0.003 0.536
H 1.503356 -2.084104 -0.142693 -0.290 -1.165 -0.117
H -1.247611 1.843549 -0.741750 0.434 -0.325 -0.064
H 2.623584 1.199554 -0.077533 -0.374 -0.532 -0.028
H 1.188642 2.023965 0.005588 -0.532 0.121 -0.024
```
Forces are in eV/Å.

relative energy (zero: lowest compared OMol25 entry of this formula, charge and spin) = 44.1 kcal/mol
energy = -360.12695 hartree
M = 111.148 g/mol
SMILES = C/C(N)=C1\C=NNC1
lowest unoccupied orbital energy = 0.883 eV
2S+1 = 1
HOMO-LUMO gap = 7.461 eV
highest occupied orbital energy = -6.58 eV

These are the natural (NBO) partial charges, in e, on atoms 1 to 4:
1 N -0.458
2 N -0.816
3 N -0.216
4 C -0.248

***

Q: Which of these has the highest highest occupied orbital energy?
A: C5H9N3

***

Q: Look up the HOMO-LUMO gap of the second one.
A: 10.997 eV

***

Q: Among the records above, which one has the lowest relative energy (zero: lowest compared OMol25 entry of this formula, charge and spin)?
A: C6H12BO5P

***

Copy entry 1 word for word.
The following is a quantum chemistry calculation of one molecule with the formula C6H12BO5P, from the Open Molecules 2025 dataset.

Structure (XYZ):
```
25
Properties=species:S:1:pos:R:3:forces:R:3
P -1.493272 -0.729068 -0.161274 -2.279 0.252 0.401
O -2.070343 2.170646 0.127865 -0.224 1.448 -0.702
O -1.779554 3.231422 2.081949 -1.382 4.733 4.336
O 1.779887 1.064678 -1.029387 -0.156 -0.731 -0.559
O 1.945536 -0.078551 1.036168 0.393 -0.091 -0.485
O -0.728403 1.305637 1.625388 0.214 -0.439 0.921
C -0.840740 1.866867 -0.545226 -0.206 -1.099 1.808
C -0.960223 -1.335198 -1.826138 1.264 0.219 0.591
C -1.572067 -2.100044 1.083507 0.490 0.261 -0.258
C -1.581996 2.371199 1.389578 0.967 -5.819 -4.265
C -0.385975 0.672197 0.391729 1.197 1.250 -2.491
C 3.209552 -0.579885 0.587941 0.297 -0.243 0.198
B 1.190523 0.543432 0.097373 -0.442 -0.327 1.526
H -0.855016 -2.019695 1.898475 0.262 -0.129 -0.158
H 0.025484 -1.807817 -1.880536 -0.063 -0.156 -0.062
H -0.936641 -0.462628 -2.477812 -0.088 0.070 -0.082
H 3.056229 -1.363507 -0.156516 -0.016 0.025 -0.013
H 1.295519 0.846612 -1.836371 0.088 0.458 0.062
H 3.726646 -1.021080 1.434478 -0.096 0.018 0.158
H -1.495698 -3.053454 0.566161 0.198 -0.148 0.098
H 3.854651 0.180179 0.153535 -0.150 0.197 0.015
H -2.559152 -2.046020 1.528218 -0.145 0.042 -0.013
H -0.929434 1.655720 -1.597860 -0.378 0.204 -0.200
H -0.180785 2.689755 -0.261214 0.382 0.100 -1.013
H -1.714729 -2.001397 -2.230030 -0.124 -0.095 0.185
```
Forces are in eV/Å.

relative energy (zero: lowest compared OMol25 entry of this formula, charge and spin) = 18.0 kcal/mol
energy = -978.25981 hartree
M = 205.943 g/mol
SMILES = COB(O)[C@]1(P(C)C)COC(=O)O1
lowest unoccupied orbital energy = 0.260 eV
2S+1 = 1
HOMO-LUMO gap = 8.128 eV
highest occupied orbital energy = -7.87 eV

These are the natural (NBO) partial charges, in e, on atoms 1 to 4:
1 P 0.727
2 O -0.515
3 O -0.514
4 O -0.903